DFT (ωB97M-V with the def2-TZVPD basis set) results for a structure of composition C27H62Ca2N3O9P at a distorted geometry.

Last column: Mulliken charge in e.
Element x y z (Å)
Ca (20.37842, -28.70671, -0.25106)  0.986
Ca (16.78688, -28.37492, 1.00774)  1.687
P (18.19929, -30.48816, 0.27848)  0.637
O (19.38907, -30.01951, 1.24001)  -1.011
O (18.76082, -31.72556, -0.39702)  -0.986
O (18.16227, -29.20708, -0.61685)  -0.664
O (16.93454, -30.46943, 1.13295)  -0.492
O (18.78820, -24.69512, 1.55280)  -0.535
C (18.19237, -25.89296, 1.43105)  -0.379
O (18.78427, -26.87598, 0.90251)  0.943
O (16.96732, -26.10743, 1.62932)  -0.550
H (19.72324, -24.96394, 1.43979)  0.062
C (16.27457, -29.29288, 5.44604)  -0.245
C (17.72913, -28.83122, 5.44434)  -0.634
C (17.94363, -28.31548, 4.03179)  0.431
O (16.74741, -28.69424, 3.28626)  -0.162
C (16.20692, -29.80640, 4.01524)  -0.884
H (15.76034, -28.34265, 5.62736)  0.034
H (16.04531, -29.96225, 6.27289)  0.367
H (18.43666, -29.62287, 5.72004)  0.331
H (17.98625, -28.08693, 6.20080)  0.173
H (18.89462, -28.61688, 3.59143)  0.091
H (17.93779, -27.22179, 4.01680)  -0.370
H (16.83662, -30.69020, 3.91805)  0.259
H (15.19401, -29.97336, 3.65405)  0.398
C (15.94348, -24.94643, 6.51552)  -0.696
C (16.44288, -24.31189, 5.22710)  -0.152
C (17.98301, -24.45716, 5.25785)  -0.046
O (18.15910, -25.57244, 6.16901)  -0.368
C (17.22213, -25.44939, 7.21025)  -0.529
H (15.24876, -25.77436, 6.35817)  0.265
H (15.37833, -24.29708, 7.19087)  0.299
H (16.13350, -23.27791, 5.08383)  0.547
H (16.00336, -24.95533, 4.46602)  -0.219
H (18.63273, -23.72993, 5.75766)  0.395
H (18.37752, -24.56019, 4.24661)  -0.204
H (17.54825, -24.65013, 7.89031)  0.324
H (17.06652, -26.37484, 7.75749)  0.396
C (23.01472, -23.63516, 7.02550)  -1.441
C (22.32397, -23.54546, 5.64662)  0.119
N (22.80709, -24.54294, 4.70117)  0.322
C (24.19880, -24.27063, 4.30167)  -0.739
C (24.45545, -22.85422, 3.74186)  -1.063
C (21.89186, -24.77547, 3.58492)  0.133
C (21.99138, -26.22093, 3.08680)  -0.546
H (22.35050, -23.44216, 7.85875)  0.425
H (23.90408, -23.00810, 6.93185)  0.285
H (23.38986, -24.65621, 7.12772)  0.360
H (21.26252, -23.67477, 5.88243)  -0.204
H (22.36186, -22.53205, 5.22975)  0.448
H (24.78325, -24.28299, 5.22613)  0.377
H (24.56982, -25.08785, 3.68874)  0.456
H (24.51296, -22.11990, 4.53901)  0.299
H (25.37300, -22.94008, 3.15787)  0.380
H (23.66484, -22.55460, 3.04966)  0.276
H (21.95525, -24.09451, 2.72403)  0.007
H (20.92103, -24.61254, 4.05550)  -0.248
H (21.08820, -26.41620, 2.49457)  -0.287
H (22.03385, -26.89913, 3.93229)  0.356
H (22.76015, -26.33872, 2.31903)  0.323
C (19.44806, -26.10634, -3.96418)  -1.559
C (19.53227, -26.80086, -2.58946)  -0.266
N (20.80353, -27.40272, -2.23318)  1.188
C (21.92578, -26.49330, -2.08036)  -1.117
C (21.74780, -25.49407, -0.89335)  -0.656
C (21.17607, -28.53749, -3.13328)  -0.766
C (20.14315, -29.68421, -3.21825)  -0.886
H (19.92628, -25.13351, -3.97758)  0.375
H (18.39818, -26.11404, -4.26465)  0.409
H (19.83130, -26.77998, -4.73848)  0.312
H (19.20868, -26.03633, -1.87602)  -0.072
H (18.74753, -27.55332, -2.48893)  0.119
H (22.79625, -27.02021, -1.67798)  0.389
H (22.21198, -25.94519, -2.98232)  0.318
H (22.68018, -24.92280, -0.93595)  0.505
H (20.96628, -24.74532, -1.00601)  0.329
H (21.73905, -26.06077, 0.03657)  -0.165
H (22.08304, -28.94640, -2.67765)  0.428
H (21.37781, -28.16307, -4.13863)  0.464
H (20.57508, -30.51981, -3.76650)  0.443
H (19.22801, -29.37357, -3.72330)  0.245
H (19.76581, -30.10907, -2.27852)  0.243
C (13.22262, -27.65322, 2.03975)  -1.156
C (13.35572, -28.55111, 0.81173)  -0.863
N (14.60195, -28.31913, 0.05515)  0.536
C (14.79224, -29.43799, -0.86884)  -0.202
C (13.87740, -29.45878, -2.11968)  -1.420
C (14.46412, -27.00549, -0.60279)  -0.536
C (15.63931, -26.66507, -1.50668)  -0.970
H (13.15211, -26.58309, 1.84538)  0.363
H (14.10205, -27.77502, 2.67855)  0.088
H (12.32758, -27.92300, 2.60129)  0.453
H (13.33471, -29.58288, 1.16712)  0.487
H (12.46270, -28.45106, 0.18264)  0.363
H (14.74778, -30.45907, -0.49222)  0.550
H (15.82485, -29.45468, -1.23420)  -0.027
H (12.84598, -29.21366, -1.85570)  0.300
H (13.84883, -30.44701, -2.57470)  0.411
H (14.18392, -28.73569, -2.87702)  0.306
H (13.62945, -27.06148, -1.31818)  0.459
H (14.19739, -26.18764, 0.05655)  0.387
H (15.41033, -25.83178, -2.18100)  0.635
H (16.51750, -26.26905, -0.98456)  -0.112
H (15.93300, -27.45433, -2.19808)  0.131

Calculated values
HOMO = -6.97 eV
Charge = 0
Strongest force on any atom = 5.0 eV Å⁻¹
LUMO level = -0.4 eV
Molecular weight = 683.935 g mol⁻¹
Energy = -98076.20054 eV

---

DFT (ωB97M-V with the def2-TZVPD basis set) results for a cluster of 3 separate species, C27H62N4O6PSi4 in total at a distorted geometry.

Last column: Mulliken charge in e.
Element x y z (Å)
C (6.40022, -3.44809, 2.77458)  -0.003
C (5.53674, -3.92797, 2.08204)  -0.823
C (4.47797, -4.71617, 1.34087)  -0.237
C (4.59602, -4.44507, -0.19355)  -0.651
C (3.24776, -4.94597, -0.88466)  -1.145
C (2.77928, -3.80195, -1.78937)  -0.195
N (3.06436, -3.87011, -3.07007)  -1.221
N (2.66018, -2.88084, -3.81931)  0.942
C (2.98548, -3.05441, -5.28431)  -0.541
O (3.20010, -4.41988, -5.53058)  -0.161
O (4.26389, -4.54098, -6.43972)  -0.398
C (2.02084, -1.75897, -3.51352)  0.202
C (1.63525, -0.63964, -4.47873)  -0.480
C (2.37575, 0.72958, -4.21936)  -0.870
C (3.74387, 0.60731, -3.49203)  0.070
N (4.39986, 1.92842, -3.50304)  -0.595
C (1.65802, -1.59343, -2.10874)  -0.186
C (0.89680, -0.38535, -1.59944)  0.222
C (-0.60663, -0.37687, -2.06738)  -0.624
O (-0.86524, 0.81358, -2.82510)  -0.567
C (2.04559, -2.66826, -1.27319)  0.776
P (1.62993, -2.70565, 0.58492)  0.074
N (2.74227, -1.64567, 1.39956)  -0.438
O (0.06674, -2.09591, 0.72161)  -0.343
H (6.97767, -3.09775, 3.61931)  0.432
H (3.51624, -4.36867, 1.76446)  0.252
H (4.62535, -5.79814, 1.51290)  0.447
H (5.45327, -5.00632, -0.60418)  0.414
H (4.73377, -3.36194, -0.37322)  0.360
H (3.49611, -5.79201, -1.54410)  0.443
H (2.47551, -5.15824, -0.13227)  0.605
H (2.10090, -2.78752, -5.89161)  0.310
H (3.87311, -2.46602, -5.57574)  0.444
H (4.49765, -5.48163, -6.37354)  0.340
H (1.74516, -0.88010, -5.54459)  0.536
H (0.55358, -0.44173, -4.32128)  0.124
H (1.72886, 1.44298, -3.67790)  0.263
H (2.55351, 1.17661, -5.21886)  0.492
H (3.56389, 0.23492, -2.46358)  0.214
H (4.43644, -0.07690, -4.03283)  0.152
H (4.49923, 2.31554, -2.57261)  0.265
H (3.90834, 2.58197, -4.10325)  0.251
H (1.33002, 0.57370, -1.94299)  0.384
H (1.01603, -0.37876, -0.50173)  -0.260
H (-1.31173, -0.34867, -1.21382)  -0.048
H (-0.81236, -1.26506, -2.69122)  0.514
H (-0.81279, 1.56679, -2.22029)  0.347
H (3.60254, -1.54206, 0.86506)  0.298
H (2.33759, -0.74304, 1.64979)  0.239
H (0.02037, -1.50323, 1.49183)  0.264
O (-6.21453, -0.37707, 0.30625)  -0.546
Si (-7.52621, -1.37013, 0.52255)  0.429
C (-8.20389, -1.17948, 2.25941)  -1.011
C (-7.03126, -3.16099, 0.26862)  -1.008
C (-8.89682, -0.97173, -0.68191)  -1.046
Si (-4.71781, -0.14587, 0.95871)  0.411
C (-3.80421, 1.24685, 0.10718)  -0.463
C (-3.68696, -1.70508, 0.78508)  -0.640
C (-4.86068, 0.27810, 2.77820)  -0.957
H (-7.48352, -1.53494, 2.99950)  0.299
H (-9.12414, -1.75396, 2.37818)  0.387
H (-8.42288, -0.13047, 2.47285)  0.285
H (-6.55775, -3.29378, -0.70717)  0.279
H (-7.90687, -3.81095, 0.31754)  0.388
H (-6.32529, -3.48282, 1.03753)  0.293
H (-8.56279, -1.09733, -1.71413)  0.287
H (-9.24382, 0.05586, -0.55533)  0.293
H (-9.74472, -1.63958, -0.51601)  0.306
H (-3.66598, 1.03291, -0.95633)  0.310
H (-2.81762, 1.37910, 0.55986)  -0.291
H (-4.34969, 2.18788, 0.20145)  0.402
H (-4.10896, -2.51750, 1.37958)  0.389
H (-2.66408, -1.53044, 1.12918)  0.006
H (-3.64875, -2.02730, -0.25837)  0.290
H (-5.27050, -0.56221, 3.34169)  0.321
H (-5.51403, 1.14098, 2.92387)  0.299
H (-3.87840, 0.51792, 3.19318)  0.313
O (0.85699, 4.08157, 3.40523)  -0.638
Si (1.38446, 5.64618, 3.59776)  0.401
C (0.32217, 6.81585, 2.58979)  -1.003
C (3.16095, 5.80572, 3.01976)  -0.999
C (1.30576, 6.18369, 5.38349)  -1.040
Si (0.65109, 2.98959, 2.19316)  0.460
C (-0.02308, 1.36345, 2.83452)  -0.305
C (2.29217, 2.64109, 1.34800)  -0.564
C (-0.55061, 3.65050, 0.91648)  -0.544
H (0.44435, 6.62963, 1.52023)  0.297
H (0.59885, 7.85264, 2.78745)  0.392
H (-0.73377, 6.68758, 2.83994)  0.290
H (3.79789, 5.08004, 3.53121)  0.286
H (3.54292, 6.80643, 3.22897)  0.392
H (3.23858, 5.63008, 1.94420)  0.291
H (1.93461, 5.55085, 6.01330)  0.292
H (0.28272, 6.13763, 5.76244)  0.292
H (1.65728, 7.21311, 5.47851)  0.305
H (0.65850, 0.91524, 3.56210)  0.420
H (-0.15103, 0.65951, 2.00524)  -0.392
H (-0.99388, 1.50264, 3.31409)  0.267
H (2.66224, 3.53207, 0.83717)  0.316
H (2.18090, 1.84553, 0.60386)  -0.055
H (3.04203, 2.32757, 2.07798)  0.322
H (-0.14098, 4.52994, 0.41593)  0.361
H (-1.49559, 3.93058, 1.38631)  0.308
H (-0.75671, 2.89096, 0.15648)  -0.068

Calculated values
HOMO = -11.30 eV
Charge = +1
Strongest force on any atom = 2.6 eV Å⁻¹
LUMO level = -4.2 eV
Molecular weight = 682.133 g mol⁻¹
Energy = -88046.28213 eV